1.
Computed, not measured: C50H51BrFN4O5P2PbSeSi as an isolated structure, with the ωB97M-V functional and the def2-TZVPD basis.

For the energy relative to the best compared isomer or geometry (same formula, charge and spin), the calculation gives 1.278 eV. The value obtained for the total energy is -238684.2013 eV. For the HOMO-LUMO gap, the calculation gives 5.38 eV. Its charge is -1.

Geometry as XYZ:
```
117
Properties=species:S:1:pos:R:3:forces:R:3
Pb 1.1336 -2.6593 1.6149 -0.911 -0.423 0.170
C -2.4815 3.6392 -1.0335 1.428 -1.039 0.177
N -1.8616 3.0426 -2.2755 0.307 0.992 1.979
C -0.5301 2.5239 -2.2175 1.028 1.794 0.479
P -0.4060 0.7186 -2.4225 -1.315 0.811 -0.801
C 0.6179 0.4354 -3.7904 1.967 -0.217 -0.414
C 1.6684 1.2726 -4.2760 -1.103 -0.598 -0.160
C 2.4749 0.8009 -5.2876 0.246 0.613 -0.274
C 2.3488 -0.4619 -5.8439 -1.097 -0.536 0.590
C 1.3864 -1.3251 -5.3097 0.130 1.984 0.873
C 0.5964 -0.8749 -4.2169 0.081 -1.423 -1.563
C -2.0215 0.0087 -2.4704 -0.060 0.074 -1.233
C -2.8434 -0.2062 -3.6224 -0.669 -0.565 1.809
C -4.0804 -0.8394 -3.4272 1.723 1.043 -1.067
C -4.4557 -1.1882 -2.1517 -0.988 -0.100 0.663
C -3.7175 -0.8693 -1.0323 0.887 0.246 -0.415
C -2.4464 -0.2718 -1.1898 -1.111 -1.712 -0.402
C -2.5073 2.9794 -3.4850 0.549 -1.377 -0.667
C -1.8182 2.6846 -4.6884 0.278 0.124 -0.575
C -2.5635 2.4619 -5.8705 -0.009 -0.290 -0.462
C -3.9551 2.4115 -5.8215 0.756 0.176 0.291
C -4.6016 2.5627 -4.6142 -1.483 1.126 0.440
C -3.8753 2.8744 -3.4711 -1.138 0.059 -1.822
P -2.2296 2.4229 0.4289 0.004 0.019 0.199
C -0.7171 3.0830 1.2630 -0.441 -0.713 -0.056
C 0.2706 2.1433 1.6756 -1.283 1.890 -0.296
C 1.2730 2.5436 2.4848 0.578 2.511 0.644
C 1.3160 3.9436 2.9125 0.953 -2.995 -0.516
C 0.3856 4.8356 2.4905 -0.821 0.355 -0.395
C -0.6434 4.4011 1.6420 -0.095 0.132 0.170
C -3.5981 2.8558 1.6243 0.469 0.484 1.297
C -4.8570 3.0429 1.0810 0.443 -0.508 -0.483
C -5.9498 3.2691 1.8729 -0.347 0.498 -0.436
C -5.8537 3.3204 3.2371 -2.132 -0.124 -0.808
C -4.6842 3.0329 3.8064 2.828 0.045 1.865
C -3.5123 2.8923 3.0647 -0.552 -0.398 -2.510
H -3.5123 3.7471 -1.2077 -1.153 0.013 -0.066
H -2.1350 4.6428 -0.7715 0.463 -0.013 -0.425
H -0.0039 2.8642 -1.2976 -0.435 -0.417 -0.306
H 0.0457 3.0352 -3.0262 0.031 -0.705 0.539
H 1.8139 2.2818 -3.9329 -0.068 0.164 0.178
H 3.1879 1.4631 -5.7573 0.200 0.158 0.284
H 2.9791 -0.7041 -6.6850 -0.061 -0.309 -0.079
H 1.1403 -2.2498 -5.7437 0.137 -1.219 -0.312
H -0.0769 -1.6193 -3.7809 -0.013 0.416 -0.072
H -2.5976 0.1494 -4.5859 0.536 0.185 -0.813
H -4.7178 -0.9962 -4.2963 0.088 -0.127 0.281
H -5.4015 -1.7119 -2.0574 0.046 0.009 0.294
H -4.0339 -1.1579 -0.0538 -0.033 -0.119 0.511
H -1.7303 -0.3018 -0.3983 -0.246 0.215 0.840
H -0.7090 2.6103 -4.6644 -1.139 0.179 -0.502
H -2.1901 2.2544 -6.9139 0.441 0.387 1.561
H -4.4976 2.3172 -6.7306 -0.418 -0.294 -0.543
H -5.7372 2.6090 -4.5876 1.607 -0.355 0.097
H -4.3879 3.0531 -2.5826 -0.869 0.015 1.191
H 0.2074 1.1502 1.3820 -0.294 -1.802 -0.530
H 2.0377 1.8244 2.7244 0.306 0.097 0.431
H 2.1653 4.2031 3.5109 0.134 0.410 0.410
H 0.3791 5.8625 2.8208 0.222 0.151 0.044
H -1.4354 5.0780 1.3147 0.264 -0.006 0.226
H -4.9720 2.9145 0.0156 -0.262 0.145 -0.204
H -6.8881 3.4500 1.4171 -0.853 0.063 -0.464
H -6.7495 3.4758 3.8178 -0.043 0.060 0.177
H -4.6523 2.9862 4.8949 0.310 -0.017 -0.191
H -2.5552 2.7311 3.4894 0.612 -0.188 0.654
C 5.0697 -2.9214 -1.0047 -0.368 1.368 -0.641
Si 3.4462 -1.8917 -0.8500 1.794 0.456 -0.576
C 2.2478 -3.0622 -1.6040 0.859 0.029 -0.395
C 3.5471 -0.2867 -1.9408 -0.438 -0.624 0.642
N 3.0573 -1.4984 0.7460 -1.179 -0.158 -0.014
C 3.8423 -0.8336 1.6134 1.005 -0.394 0.753
C 5.1086 -0.3385 1.3051 1.064 0.158 1.304
C 6.1049 0.0249 2.2619 -1.662 0.538 -1.196
C 5.7072 0.0933 3.5707 -0.368 1.283 0.209
C 4.3543 -0.1648 3.8771 1.704 -0.357 1.929
C 3.5298 -0.7351 2.9788 -1.645 -0.417 -0.349
O 2.2618 -1.2593 3.3396 0.669 0.316 1.257
C 2.0724 -1.3510 4.7540 -0.946 -0.896 -0.181
C 2.6562 -2.4200 5.4823 -0.090 0.832 -1.517
C 2.6322 -2.3664 6.8538 -0.358 -0.319 -0.439
C 1.8767 -1.3649 7.4511 1.246 -0.148 3.285
C 1.1855 -0.4291 6.7485 -0.532 -0.289 -0.430
C 1.1953 -0.4594 5.3497 1.092 0.888 -0.187
H 6.0158 -2.3899 -1.1141 0.010 0.179 0.520
H 4.9694 -3.3958 -1.9649 -0.157 -0.653 -0.529
H 5.1126 -3.6696 -0.2387 0.104 -0.403 0.482
H 2.5590 -3.2538 -2.6532 -0.449 0.115 0.541
H 1.2584 -2.6958 -1.5045 -1.304 0.120 -0.301
H 2.3591 -3.9631 -1.0216 -0.196 -0.640 0.090
H 3.5889 -0.5267 -3.0103 -0.278 0.202 0.145
H 4.4311 0.2731 -1.6907 0.575 0.234 0.069
H 2.7043 0.3728 -1.6466 0.305 -0.421 -0.495
H 5.2661 -0.3278 0.2761 1.005 0.076 -1.570
H 7.0437 0.5011 1.9947 0.027 -0.505 -0.326
H 6.3561 0.6410 4.2648 -0.316 -0.640 0.091
H 4.0844 -0.1329 4.9317 -0.169 0.170 -0.292
H 3.0739 -3.2370 4.8973 0.277 0.166 0.257
H 3.1474 -3.1412 7.4055 -0.118 0.087 0.205
H 1.9372 -1.2500 8.6038 -0.322 -0.345 -2.024
H 0.6264 0.2576 7.3481 -0.415 0.602 -0.240
H 0.7352 0.3421 4.7600 -0.011 -0.531 0.148
Br -2.1948 -0.9875 2.3524 0.156 0.453 -0.022
F 0.3097 0.0420 -1.2523 0.391 0.073 0.919
O 0.9481 -6.7713 2.9352 0.414 0.186 -0.322
Se 1.8918 -5.4582 2.7703 -2.490 1.709 0.058
O 1.0855 -4.1279 3.5480 1.039 -0.845 -1.127
O 1.8462 -4.8540 1.1743 0.168 -0.199 0.446
O 3.3966 -5.5402 3.2748 1.028 -0.329 0.388
N -1.5708 -5.2824 0.5489 0.830 -1.482 3.101
C -1.4578 -5.5914 -0.7413 0.238 -1.024 -2.088
C -1.6416 -4.4362 -1.4319 -0.583 -0.010 -1.493
N -1.8686 -3.4187 -0.5594 -0.190 0.631 0.099
C -1.8161 -3.9514 0.6437 -0.034 0.252 -0.348
H -1.2350 -5.9386 1.3192 -0.712 1.483 -1.195
H -1.2991 -6.5855 -1.1498 0.098 0.216 0.494
H -1.7814 -4.3292 -2.5371 0.422 0.013 1.221
H -2.0113 -3.3781 1.5405 0.208 -0.258 0.144
```
Forces are in eV/Å.



2.
Computed, not measured: C50H51BrN3O3Sc as an isolated structure, with the ωB97M-V functional and the def2-TZVPD basis.

For the energy relative to the best compared isomer or geometry (same formula, charge and spin), the calculation gives 0.000 eV. The value obtained for the total energy is -154040.0158 eV. For the HOMO-LUMO gap, the calculation gives 5.06 eV. Its charge is 0.

Geometry as XYZ:
```
109
Properties=species:S:1:pos:R:3:forces:R:3
Sc 0.8470 1.2258 -0.8000 0.159 -0.507 0.403
C 2.7530 -2.1705 2.9736 0.037 0.006 -0.017
C 3.0310 -1.0211 1.9991 -0.053 0.047 0.067
C 4.4290 -1.1332 1.3856 0.002 -0.007 -0.005
C 2.8543 0.3246 2.6842 -0.023 0.015 -0.047
C 3.7156 0.6321 3.7314 0.009 0.022 0.008
C 3.6675 1.8554 4.3726 0.001 -0.015 0.000
C 2.7476 2.7954 3.9461 -0.007 0.026 0.002
C 1.8592 2.5323 2.9072 0.001 0.009 -0.002
C 0.9267 3.6644 2.5112 -0.012 0.013 0.007
C 1.3838 4.3196 1.2056 -0.014 -0.007 0.000
C -0.5564 3.2983 2.5097 -0.021 -0.004 0.022
C 1.8931 1.2736 2.2779 0.032 -0.102 0.037
N 0.9738 0.9444 1.2422 0.113 0.017 -0.185
C 0.1120 -0.1238 1.4908 0.008 0.067 -0.066
C -0.3485 -0.9291 0.4721 -0.084 0.059 -0.026
N 0.0100 -0.6677 -0.8534 0.075 0.060 0.037
C -0.1942 -1.6784 -1.8359 -0.060 0.038 -0.043
C -1.4357 -1.7893 -2.4940 0.001 0.012 0.055
C -1.5927 -2.7388 -3.4951 0.030 -0.033 -0.019
C -0.5556 -3.5933 -3.8360 -0.038 0.027 0.003
C 0.6466 -3.5073 -3.1596 0.031 0.022 -0.020
C 0.8502 -2.5584 -2.1597 0.062 -0.061 -0.009
C 2.1458 -2.5641 -1.3717 -0.026 0.023 -0.048
C 3.3761 -2.8917 -2.2146 0.012 -0.015 -0.007
C 2.0207 -3.5581 -0.2140 -0.031 -0.012 0.012
C -2.6014 -0.9039 -2.0964 0.064 0.008 -0.020
C -3.9642 -1.5787 -2.2204 -0.017 -0.007 -0.004
C -2.5690 0.3938 -2.8951 0.013 0.000 0.016
C -1.3003 -1.9120 1.0387 -0.022 0.031 0.025
C -2.0238 -2.9813 0.5798 0.018 0.015 -0.005
C -2.8404 -3.7028 1.4967 -0.007 -0.007 -0.006
C -2.9217 -3.3843 2.8266 0.008 -0.004 0.003
C -2.1563 -2.2988 3.3379 -0.003 0.004 0.000
C -2.0989 -1.8448 4.6863 0.001 0.008 -0.004
C -1.2937 -0.7854 5.0135 -0.010 -0.010 0.003
C -0.4934 -0.1037 4.0535 0.012 -0.017 0.007
C -0.5415 -0.5168 2.7499 0.009 -0.016 0.031
C -1.3820 -1.6087 2.4235 -0.006 -0.004 -0.008
H 2.9332 -3.1356 2.4974 -0.011 0.019 0.015
H 1.7196 -2.1513 3.3242 -0.020 0.019 0.004
H 3.4044 -2.1067 3.8483 0.003 -0.005 -0.002
H 2.3128 -1.0906 1.1847 -0.045 0.030 -0.031
H 5.2059 -1.1145 2.1537 -0.008 0.014 -0.003
H 4.6173 -0.3201 0.6825 -0.017 -0.010 0.004
H 4.5271 -2.0771 0.8447 0.013 -0.002 -0.009
H 4.4521 -0.1015 4.0375 -0.010 0.006 0.015
H 4.3464 2.0804 5.1850 -0.002 -0.005 0.006
H 2.7064 3.7641 4.4321 0.004 0.003 -0.001
H 1.0503 4.4279 3.2854 0.009 -0.008 0.006
H 1.3882 3.6134 0.3748 0.017 0.011 0.009
H 2.4000 4.7019 1.3052 0.005 -0.002 -0.001
H 0.7282 5.1520 0.9334 -0.004 -0.003 -0.004
H -0.7807 2.5524 1.7542 -0.005 0.016 0.016
H -1.1670 4.1886 2.3282 0.000 0.007 -0.009
H -0.8542 2.8807 3.4732 0.002 0.029 0.000
H -2.5438 -2.8258 -4.0056 0.005 -0.012 0.002
H -0.6930 -4.3358 -4.6122 -0.003 0.000 -0.004
H 1.4423 -4.1992 -3.4039 0.005 0.009 -0.015
H 2.2783 -1.5669 -0.9437 0.036 -0.047 -0.009
H 3.3618 -3.9268 -2.5623 0.006 -0.015 0.012
H 4.2806 -2.7554 -1.6206 -0.013 0.017 0.001
H 3.4571 -2.2387 -3.0835 -0.009 -0.020 0.002
H 1.8062 -4.5588 -0.5988 -0.004 0.003 -0.010
H 1.2154 -3.2772 0.4679 0.008 -0.009 0.008
H 2.9521 -3.6064 0.3516 -0.014 -0.005 -0.010
H -2.4604 -0.6490 -1.0462 -0.007 -0.016 -0.030
H -4.2552 -1.7278 -3.2628 0.007 0.002 0.006
H -4.7273 -0.9477 -1.7587 0.002 0.003 -0.003
H -3.9787 -2.5484 -1.7209 -0.007 -0.005 0.003
H -3.4072 1.0461 -2.6365 -0.010 0.005 0.010
H -2.6096 0.1938 -3.9693 -0.008 -0.015 0.003
H -1.6436 0.9331 -2.6930 -0.014 -0.011 -0.002
H -1.9842 -3.3012 -0.4531 0.004 0.006 -0.012
H -3.4130 -4.5411 1.1187 -0.001 -0.002 0.002
H -3.5547 -3.9611 3.4904 -0.003 0.000 0.000
H -2.6869 -2.3413 5.4490 -0.001 -0.001 0.002
H -1.2508 -0.4544 6.0439 -0.001 -0.001 0.002
H 0.1497 0.7073 4.3726 0.000 -0.006 -0.008
Br -0.7721 3.0372 -4.2643 0.002 0.019 -0.006
C 0.5900 1.7179 -4.3507 -0.002 -0.019 -0.015
C 0.8416 1.1377 -5.5814 -0.004 -0.003 -0.003
C 1.9364 0.2961 -5.6844 0.011 -0.013 0.007
C 2.7596 0.1238 -4.5850 -0.026 0.014 0.000
C 2.4094 0.7363 -3.3970 0.022 -0.003 -0.014
N 1.2973 1.4818 -3.2577 0.016 0.021 -0.004
C 3.3357 0.6640 -2.1835 0.015 0.029 -0.037
O 4.4305 0.1660 -2.3168 0.006 0.015 -0.008
O 2.8332 1.1935 -1.1181 0.160 -0.039 -0.054
H 0.2091 1.3609 -6.4271 -0.005 -0.002 0.003
H 2.1629 -0.1845 -6.6269 -0.002 0.000 0.000
H 3.6709 -0.4548 -4.6171 0.006 0.005 0.004
C -1.6887 4.7754 -1.1973 -0.002 -0.006 0.003
C -1.6763 3.3393 -0.7810 0.035 -0.022 0.083
O -0.6110 2.7176 -0.8252 -0.416 0.299 -0.131
C -2.9060 2.6899 -0.3078 0.012 0.000 0.015
C -2.8198 1.4680 0.3609 -0.031 0.000 0.009
C -3.9666 0.8307 0.8015 0.004 0.003 -0.005
C -5.2065 1.4099 0.5683 -0.003 0.013 0.007
C -5.3027 2.6314 -0.0902 0.001 -0.010 0.000
C -4.1569 3.2766 -0.5183 0.001 -0.005 -0.024
H -0.6768 5.0963 -1.4261 -0.002 0.002 -0.002
H -2.1169 5.3918 -0.4058 0.007 0.000 0.002
H -2.3155 4.8959 -2.0832 0.001 0.003 -0.004
H -1.8575 1.0111 0.5526 0.018 0.005 0.002
H -3.8838 -0.1169 1.3200 0.001 -0.002 0.005
H -6.1056 0.9107 0.9064 -0.001 -0.001 -0.002
H -6.2721 3.0772 -0.2675 0.002 0.003 0.001
H -4.2400 4.2238 -1.0345 -0.001 0.001 0.007
```
Forces are in eV/Å.